73
Properties=species:S:1:pos:R:3:forces:R:3 method="wB97M-V/def2-TZVPD" lumo_ev="-12.96 / -12.97" spin_multiplicity=2 gap_ev="3.20 / 3.19" total_charge=+3 relative_energy_kcal_mol=77.5
Pt 0.019 1.290 -0.485 1.659 -1.336 -1.098
C 1.051 2.155 -4.444 -0.006 0.007 -0.010
C 1.365 2.073 -3.102 0.047 0.084 0.044
N 0.382 1.415 -2.461 -0.014 0.117 0.266
N -0.568 1.086 -3.369 0.296 0.165 0.027
C -0.180 1.525 -4.568 0.091 0.179 -0.018
B -1.825 0.326 -2.888 -0.967 0.106 -0.287
N -2.578 1.321 -1.969 -0.185 -0.214 0.143
C -3.853 1.751 -1.946 -0.067 0.032 0.100
C -3.931 2.876 -1.145 0.055 -0.012 0.114
C -2.645 3.085 -0.681 -0.101 -0.021 -0.080
N -1.834 2.146 -1.190 -0.079 0.358 0.326
N -1.259 -0.849 -2.045 0.117 -0.131 0.273
C -1.283 -2.164 -2.270 -0.058 -0.143 0.060
C -0.558 -2.801 -1.273 0.103 -0.022 0.062
C -0.102 -1.776 -0.465 0.027 0.037 -0.215
N -0.535 -0.604 -0.947 -0.061 0.411 0.432
N -2.656 -0.211 -3.997 0.459 -0.289 -0.349
C -2.225 -0.856 -5.138 0.122 0.241 0.091
C -3.320 -1.313 -5.797 -0.336 -0.283 0.066
C -4.415 -0.930 -4.982 0.308 -0.358 0.150
N -4.007 -0.326 -3.887 -0.220 0.386 -0.175
H 1.634 2.608 -5.227 0.009 -0.019 0.011
H 2.242 2.430 -2.588 -0.007 -0.053 0.017
H -0.792 1.387 -5.445 -0.049 -0.084 0.056
H -4.613 1.223 -2.495 0.077 0.029 -0.138
H -4.803 3.464 -0.917 -0.007 0.008 -0.095
H -2.278 3.884 -0.063 0.058 -0.076 0.080
H -1.798 -2.586 -3.120 -0.113 0.112 0.030
H -0.396 -3.859 -1.160 -0.021 0.005 0.003
H 0.487 -1.826 0.435 -0.132 -0.051 -0.024
H -1.182 -0.940 -5.402 0.004 0.015 0.069
H -3.353 -1.924 -6.682 0.032 0.209 -0.139
H -5.463 -1.124 -5.150 -0.013 0.042 0.074
C 3.560 -2.683 0.008 0.183 -0.151 0.073
C 3.704 -1.607 1.062 -0.698 0.297 -1.734
As 2.094 -0.945 2.003 1.159 0.145 2.005
C 1.342 -2.597 2.781 -0.682 -0.026 -0.245
C 2.152 -3.039 4.000 0.185 0.177 0.017
C 3.036 0.428 3.038 -0.462 0.323 0.001
C 3.768 -0.131 4.264 0.098 -0.041 -0.050
H 4.562 -2.953 -0.336 0.011 0.002 0.032
H 3.020 -2.329 -0.869 -0.063 0.004 0.038
H 3.109 -3.600 0.385 -0.074 0.032 -0.003
H 4.188 -0.720 0.655 0.156 -0.014 0.141
H 4.249 -1.945 1.959 -0.317 0.157 0.247
H 1.402 -3.303 1.952 0.101 0.026 -0.028
H 0.297 -2.440 3.022 0.060 0.003 0.029
H 3.213 -3.175 3.798 0.000 -0.037 0.011
H 1.740 -4.012 4.285 -0.004 -0.010 -0.105
H 2.021 -2.374 4.848 -0.050 -0.023 0.008
H 2.314 1.181 3.325 0.091 -0.055 -0.001
H 3.713 0.871 2.307 0.060 -0.118 -0.039
H 3.098 -0.613 4.967 -0.014 0.048 0.041
H 4.210 0.727 4.774 -0.001 0.031 -0.056
H 4.584 -0.805 4.005 -0.032 -0.055 0.003
F -2.397 0.240 1.080 0.004 -0.005 -0.027
C -1.858 -0.051 2.268 -0.024 0.090 -0.356
F -1.276 -1.263 2.134 -0.066 0.011 0.124
F -2.807 -0.136 3.165 0.029 0.037 0.089
C -0.742 0.998 2.601 -0.190 -0.391 0.372
O 0.328 0.849 1.692 0.027 -0.351 -0.639
C -0.254 0.768 4.067 0.190 0.060 -0.032
F 0.313 -0.464 4.163 -0.083 0.069 0.056
F -1.222 0.847 4.942 -0.012 0.011 -0.001
F 0.709 1.638 4.382 -0.098 0.032 0.089
C -1.353 2.471 2.553 0.138 0.098 -0.244
F -2.654 2.454 2.341 -0.025 -0.037 0.068
F -1.105 3.163 3.644 -0.047 -0.015 0.062
F -0.772 3.139 1.526 0.131 0.047 0.092
O 1.670 2.777 -0.088 -0.740 0.038 0.067
H 1.678 3.559 -0.663 0.050 0.064 0.026
H 1.639 3.116 0.820 -0.017 0.077 0.000

63
Properties=species:S:1:pos:R:3:forces:R:3 method="wB97M-V/def2-TZVPD" lumo_ev=-3.84 gap_ev=7.76 total_charge=+1 relative_energy_kcal_mol=0.0
C -3.220 -4.017 -4.244 -0.024 -0.158 -0.068
C -3.213 -2.954 -3.219 -0.150 0.205 0.210
I -5.124 -2.481 -2.495 -0.128 0.035 0.074
C -2.183 -2.301 -2.707 0.100 0.015 -0.211
I -0.219 -2.671 -3.309 0.179 -0.098 0.008
C -2.260 -1.276 -1.656 -0.067 0.178 0.540
C -2.503 0.074 -1.940 0.126 0.240 0.647
C -2.712 0.605 -3.330 0.131 -0.143 0.127
O -1.619 1.373 -3.801 0.156 0.258 0.344
O -0.424 0.787 -3.234 -0.139 -0.004 -0.145
C -2.529 0.963 -0.882 0.097 -0.674 -0.125
N -2.325 0.575 0.397 0.000 0.051 -0.411
B -2.323 1.678 1.470 0.031 0.441 -0.367
O -1.169 1.828 2.165 0.046 -0.542 -0.173
N -3.469 2.485 1.529 -0.114 -1.041 1.246
C -4.761 1.781 1.359 0.032 0.357 -0.549
C -3.516 3.394 2.686 -0.204 0.237 -0.373
C -2.124 -0.725 0.719 0.181 0.251 -0.359
C -1.949 -1.106 2.149 -0.015 -0.305 -0.137
C -0.529 -1.460 2.529 0.419 -0.233 0.255
C 0.584 -0.937 1.872 0.143 -0.336 0.415
C 1.873 -1.326 2.247 -0.584 -0.257 0.256
C 2.051 -2.247 3.280 -0.361 0.309 -0.261
C 0.946 -2.758 3.947 -0.344 0.289 -0.385
C -0.341 -2.371 3.572 0.653 0.122 -0.124
C -2.090 -1.657 -0.313 -0.096 0.349 -0.248
Cl -1.865 -3.305 0.063 0.059 -0.197 0.111
H -2.237 -4.171 -4.667 0.190 0.000 -0.134
H -3.928 -3.772 -5.027 -0.084 0.056 -0.241
H -3.555 -4.950 -3.803 -0.066 -0.203 0.120
H -3.538 1.306 -3.308 -0.260 0.104 -0.194
H -2.938 -0.211 -4.006 -0.016 -0.206 -0.213
H 0.239 1.233 -3.775 0.087 -0.008 -0.121
H -2.705 2.013 -1.035 -0.021 0.243 -0.007
H -1.253 1.829 3.121 0.142 0.437 0.158
H -4.803 0.834 1.889 0.009 -0.134 0.210
H -5.560 2.411 1.722 -0.170 0.169 0.115
H -4.968 1.591 0.313 0.003 -0.067 -0.249
H -4.267 4.154 2.515 -0.133 0.211 -0.082
H -2.566 3.888 2.826 0.236 0.066 0.012
H -3.800 2.867 3.594 0.038 -0.151 0.208
H -2.541 -2.003 2.289 -0.246 -0.167 0.137
H -2.368 -0.357 2.813 -0.076 0.234 0.076
H 0.454 -0.226 1.072 0.018 0.149 -0.169
H 2.718 -0.917 1.728 0.295 0.120 -0.154
H 3.036 -2.568 3.568 0.231 0.009 -0.001
H 1.086 -3.471 4.741 -0.033 -0.124 0.176
H -1.186 -2.790 4.094 -0.221 -0.060 0.032
C 8.314 1.976 0.029 -0.194 0.097 0.036
C 7.727 0.627 -0.320 0.304 -0.052 -0.029
O 6.323 0.548 -0.003 0.017 0.011 0.067
C 5.511 1.159 -0.854 -0.120 -0.137 0.009
O 5.818 1.731 -1.864 0.049 0.095 -0.082
O 4.255 1.010 -0.407 -0.047 -0.006 0.076
C 3.269 1.666 -1.201 -0.144 -0.015 0.015
H 8.127 2.213 1.077 0.067 -0.036 0.023
H 9.390 1.967 -0.142 0.018 -0.022 0.009
H 7.876 2.764 -0.581 0.022 -0.016 -0.056
H 8.184 -0.157 0.278 -0.082 -0.034 0.045
H 7.874 0.383 -1.371 -0.087 0.061 -0.040
H 3.344 1.365 -2.243 0.066 0.034 -0.038
H 3.369 2.747 -1.120 0.056 0.019 -0.065
H 2.307 1.360 -0.798 0.025 -0.027 0.053

64
Properties=species:S:1:pos:R:3:forces:R:3 method="wB97M-V/def2-TZVPD" lumo_ev="-7.43 / -7.55" spin_multiplicity=3 gap_ev="6.75 / 6.87" total_charge=+2
W 0.172 -0.878 0.173 -0.241 0.902 -2.103
C 2.170 -3.896 -0.892 0.094 0.057 -0.002
P 1.284 -3.169 0.497 -0.234 -0.398 0.387
C 2.313 -3.544 1.946 0.102 0.025 -0.034
C -0.166 -4.255 0.744 -0.069 -0.009 0.072
C -1.044 -3.699 1.868 0.033 -0.045 0.030
P -1.603 -2.003 1.477 0.266 -0.467 0.096
C -2.040 -1.227 3.043 -0.027 0.092 0.023
C -3.149 -2.241 0.583 -0.047 0.098 -0.007
H 2.407 -4.928 -0.632 0.029 -0.013 -0.063
H 3.089 -3.342 -1.078 0.020 -0.005 -0.005
H 1.559 -3.868 -1.791 -0.019 -0.033 -0.011
H 2.364 -4.629 2.051 0.039 0.004 0.026
H 1.913 -3.118 2.865 -0.025 -0.015 -0.004
H 3.326 -3.171 1.790 0.005 -0.012 0.010
H 0.169 -5.270 0.965 -0.026 -0.016 0.017
H -0.717 -4.296 -0.200 -0.011 -0.013 -0.015
H -0.500 -3.676 2.815 0.000 -0.002 0.003
H -1.931 -4.317 2.023 0.015 -0.029 0.027
H -2.740 -1.882 3.564 -0.003 0.049 0.050
H -2.522 -0.267 2.855 -0.005 0.000 -0.001
H -1.159 -1.069 3.664 0.010 -0.025 -0.005
H -3.806 -2.828 1.226 -0.037 -0.004 -0.032
H -2.974 -2.770 -0.352 0.008 -0.024 -0.003
H -3.616 -1.284 0.357 -0.020 0.008 0.010
C -0.570 4.067 -5.736 -0.007 -0.033 0.049
C -0.872 3.230 -4.527 0.016 0.068 -0.063
C -0.805 1.840 -4.579 0.006 -0.045 -0.045
C -1.072 1.063 -3.467 0.083 0.160 0.067
C -1.428 1.709 -2.285 0.126 0.164 -0.197
C -1.515 3.101 -2.199 -0.039 -0.088 -0.116
C -1.225 3.845 -3.321 0.006 0.041 -0.002
S -1.850 0.770 -0.915 -0.183 -0.280 0.645
O -3.195 0.993 -0.512 -0.053 0.030 -0.009
O -1.444 -0.667 -1.199 -0.140 0.168 0.030
N -0.801 0.894 0.323 -0.170 0.225 0.342
C -0.387 1.924 1.179 -0.168 -0.311 -0.296
C -0.947 3.148 1.390 -0.051 0.261 0.104
C -0.334 4.045 2.299 -0.092 -0.075 -0.097
C 0.804 3.702 2.968 0.085 -0.060 0.033
C 1.378 2.417 2.779 0.035 0.157 0.101
C 2.559 1.982 3.413 0.028 0.058 0.061
C 3.052 0.728 3.154 -0.013 -0.029 0.000
C 2.350 -0.114 2.295 0.067 0.022 0.085
N 1.224 0.246 1.686 -0.047 -0.053 -0.112
C 0.755 1.530 1.895 0.146 -0.137 0.096
H -0.435 3.455 -6.625 -0.001 -0.004 0.011
H 0.342 4.645 -5.577 -0.005 -0.007 0.005
H -1.375 4.778 -5.923 0.002 -0.010 0.008
H -0.535 1.354 -5.508 -0.007 0.005 0.008
H -1.001 -0.014 -3.516 -0.028 -0.009 0.017
H -1.809 3.594 -1.284 -0.045 -0.016 -0.006
H -1.284 4.926 -3.271 0.000 -0.022 -0.007
H -1.856 3.434 0.878 -0.001 0.013 0.026
H -0.781 5.017 2.457 -0.005 -0.006 -0.018
H 1.279 4.397 3.647 -0.004 -0.021 -0.005
H 3.075 2.646 4.098 -0.011 -0.003 -0.030
H 3.967 0.373 3.606 -0.011 0.008 0.002
H 2.714 -1.107 2.094 0.029 -0.022 -0.032
F 2.770 -0.780 -0.860 0.000 -0.003 -0.291
B 1.927 -0.424 -1.936 0.860 0.129 0.190
F 0.849 -1.474 -1.854 -0.108 -0.392 0.622
F 1.193 0.694 -1.494 0.070 0.132 0.254
F 2.485 -0.339 -3.137 -0.222 -0.136 0.098

| no. | total energy (Ha) |
| --- | --- |
| 1 | -4721.9515 |
| 2 | -2496.8900 |
| 3 | -2687.7719 |